Here is a cluster of 2 separate species, C12H16N5S in total from the OMol25 dataset. Energies are from ωB97M-V/def2-TZVPD.

Summary:
Frontier orbital gap = 9.0 eV
Total charge = +1

```
34
Properties=species:S:1:pos:R:3:forces:R:3:mulliken_charge:R:1
C 5.2553 -0.2714 -0.9112 -0.5 -0.1 -0.2 -1.475
C 3.9008 0.3629 -0.7603 -0.1 0.0 0.2 0.814
C 2.9089 -0.2778 -0.0160 -0.3 0.7 -0.3 -0.726
C 1.6372 0.2903 0.1038 0.4 0.1 -0.2 -0.283
C 1.3366 1.5050 -0.5138 0.1 -0.3 0.2 0.802
C -0.0391 2.1302 -0.4408 0.1 -0.1 -0.3 -1.208
N -1.0198 1.3585 0.3081 0.0 0.3 0.1 -0.093
C -1.6091 0.2329 -0.0419 0.1 0.1 -0.3 0.449
N -2.4670 -0.4239 0.7527 -0.1 0.2 0.4 -0.411
C -2.8231 -1.4968 0.0849 -0.1 0.1 0.4 -0.135
N -2.2341 -1.5578 -1.0922 -0.5 -0.6 0.3 -0.271
N -1.4497 -0.4382 -1.2172 0.4 -0.1 -0.4 0.269
S -0.5818 -0.2153 -2.6740 0.0 0.2 -0.1 -0.091
C 2.3297 2.1550 -1.2435 0.3 -0.4 0.1 -0.787
C 3.5958 1.5880 -1.3629 -0.3 -0.2 0.2 -0.636
H 5.2683 -0.8298 -1.8458 0.2 0.0 -0.2 0.291
H 5.4238 -0.9940 -0.1228 0.2 0.0 0.2 0.369
H 6.0502 0.4632 -0.9361 0.2 0.1 0.0 0.404
H 3.1220 -1.2090 0.4843 0.1 -0.1 0.1 0.381
H 0.9098 -0.2321 0.7067 -0.2 0.0 0.1 0.376
H 0.0195 3.1112 0.0154 -0.1 0.1 0.2 0.488
H -0.4248 2.2992 -1.4429 0.0 0.0 -0.1 0.429
H -1.2874 1.7017 1.2150 -0.1 -0.1 0.1 0.237
H -3.5137 -2.2295 0.4694 -0.1 -0.3 -0.1 0.374
H -2.3264 -2.2864 -1.7824 0.3 0.2 -0.4 0.254
H 0.6408 -0.5573 -2.2158 -0.1 -0.1 0.1 0.227
H 2.1289 3.0997 -1.7253 -0.1 0.1 -0.1 0.449
H 4.3643 2.0960 -1.9256 0.0 0.1 -0.1 0.408
C -4.7893 -1.1181 3.1967 0.1 0.4 0.2 -0.672
C -4.9877 -2.4744 2.7154 -0.1 0.0 -0.1 0.398
N -5.1438 -3.5203 2.2692 0.1 0.0 -0.1 -0.421
H -4.8642 -1.0507 4.2805 0.0 -0.2 0.0 0.305
H -3.8017 -0.7662 2.9026 0.0 0.0 0.0 0.213
H -5.5290 -0.4449 2.7656 -0.1 -0.1 0.0 0.275
```
Forces are in eV/Å.